<w>
# C3H11NOS

A 3-piece molecular cluster, C3H11NOS overall (ωB97M-V/def2-TZVPD, the Open Molecules 2025 dataset).

```
! wB97M-V def2-TZVPD RIJCOSX def2/J DEFGRID3
* xyz 0 1
C 1.30859 0.63211 0.39207
C -0.06677 -0.12753 0.25952
C -1.28290 0.68245 -0.13046
S -2.76857 0.11547 0.61162
N 2.18889 -0.40984 1.04933
H 1.72965 0.83798 -0.62632
H 1.23902 1.68302 0.79764
H -0.26954 -0.77456 1.15843
H 0.01924 -0.92658 -0.51062
H -1.21023 1.86245 -0.04609
H -1.52859 0.52223 -1.23439
H -2.72874 -1.60405 -0.65578
H 1.71896 -0.66541 2.00138
H 3.00031 0.14044 1.36911
H 2.41506 -0.75523 -1.39026
H 3.05384 -1.56283 -2.56249
O 2.72280 -0.60729 -2.31983
*
```

Kohn-Sham gap (eV): 7.761
E_LUMO (hartree): -0.049

***

<x>
# C3H11NOS

A 2-piece molecular cluster, C3H11NOS overall (ωB97M-V/def2-TZVPD, the Open Molecules 2025 dataset).

```
! wB97M-V def2-TZVPD RIJCOSX def2/J DEFGRID3
* xyz 0 1
C 1.70274 -0.80157 0.64191
S 3.46146 -0.81679 0.85202
C 4.11018 -1.95676 -0.39217
H 1.27241 0.20169 0.68694
H 1.22859 -1.31220 1.48267
H 1.30920 -1.20420 -0.28893
H 5.12832 -1.59150 -0.42191
H 3.95310 -2.96988 0.03101
H 3.55786 -2.02556 -1.33295
N -2.61990 2.12947 -0.86827
C -3.18441 1.62062 0.28951
O -4.40052 0.82075 0.02286
H -2.71223 3.06405 -1.20630
H -2.14519 1.53482 -1.51997
H -2.60721 0.86285 0.80729
H -3.45452 2.49490 0.87528
H -4.59990 -0.05069 0.34099
*
```

Kohn-Sham gap (eV): 9.118
E_LUMO (hartree): 0.027

***

<y>
# C3H11NOS

A 2-piece molecular cluster, C3H11NOS overall (ωB97M-V/def2-TZVPD, the Open Molecules 2025 dataset).

```
! wB97M-V def2-TZVPD RIJCOSX def2/J DEFGRID3
* xyz 0 1
C 1.33027 2.43597 0.53839
N 1.20025 1.19427 -0.16241
C -0.01078 0.62198 0.47238
C -0.44040 -0.85087 0.05139
S -1.89033 -1.64713 0.92943
H 1.20516 2.15651 1.62591
H 0.42160 3.11223 0.32370
H 2.07702 3.08432 0.25143
H 0.95115 1.09205 -1.15571
H 0.17884 0.45590 1.51685
H -0.91138 1.31762 0.31541
H -0.84507 -0.83023 -1.00712
H 0.38046 -1.52596 0.23078
H -1.37201 -1.28867 2.13012
H 1.61741 -0.55320 -3.30496
H 2.03199 -0.03399 -1.76576
O 1.35424 -0.27935 -2.40844
*
```

Kohn-Sham gap (eV): 9.732
E_LUMO (hartree): 0.028

***

Referenced to the most stable arrangement, the calculated values in hartree are <w> 0.0911; <x> 0.0000; <y> 0.0061.

***

<w>
# C3H11NOS

A 2-piece molecular cluster, C3H11NOS overall (ωB97M-V/def2-TZVPD, the Open Molecules 2025 dataset).

```
! wB97M-V def2-TZVPD RIJCOSX def2/J DEFGRID3
* xyz 0 1
C 0.17513 1.07732 2.46617
C -0.86187 0.49717 1.53156
S -0.63138 -1.30750 1.32499
H 1.15669 1.12042 1.98756
H 0.29400 0.50648 3.39048
H -0.03100 2.12140 2.71068
H -1.87996 0.67895 1.85640
H -0.70425 0.91584 0.53829
H -1.03130 -1.43972 0.06000
N 0.49747 -1.50644 -2.24332
C 0.90103 -0.23097 -1.80155
O -0.05271 0.81849 -2.00790
H -0.15931 -2.03422 -1.68792
H 0.26130 -1.54159 -3.22420
H 1.21383 -0.25189 -0.75645
H 1.78096 0.08296 -2.36340
H -0.92864 0.49334 -1.78139
*
```

Kohn-Sham gap (eV): 9.926
E_LUMO (hartree): 0.027

***

<x>
# C3H11NOS

A 2-piece molecular cluster, C3H11NOS overall (ωB97M-V/def2-TZVPD, the Open Molecules 2025 dataset).

```
! wB97M-V def2-TZVPD RIJCOSX def2/J DEFGRID3
* xyz 0 1
C -2.13773 2.22017 0.14901
C -1.70136 1.87775 1.58697
S -1.11311 0.11077 1.69310
H -1.24452 2.25494 -0.47143
H -2.99065 1.72221 -0.29025
H -2.47081 3.25983 0.35569
H -2.47444 1.94890 2.35358
H -0.85910 2.44165 1.97204
H -2.00522 -0.47852 2.48654
N 3.00572 -2.67699 -0.97897
C 2.25937 -1.50668 -1.45034
O 0.85971 -1.70769 -1.09559
H 2.39572 -3.47246 -1.07939
H 3.06056 -2.54428 0.02716
H 2.43166 -1.35406 -2.51472
H 2.59069 -0.65961 -0.84141
H 0.39351 -1.43593 -1.90197
*
```

Kohn-Sham gap (eV): 9.668
E_LUMO (hartree): 0.031

***

Referenced to the most stable arrangement, the calculated values in hartree are <w> 0.0000; <x> 0.0189.

***

<w>
# C3H6N4O

One molecule with the formula C3H6N4O (ωB97M-V/def2-TZVPD, the Open Molecules 2025 dataset).

```
! wB97M-V def2-TZVPD RIJCOSX def2/J DEFGRID3
* xyz 0 1
C 0.70696 0.27585 -0.12128
C 1.20700 -1.22655 1.49089
C -0.04771 -1.39293 1.29323
H -0.51508 2.08822 -2.27497
H 0.50926 1.03703 -2.99058
H 2.16161 -1.82943 1.78039
H -0.88292 -1.72287 2.05161
H -1.79127 0.88351 0.98408
H -1.85676 0.52217 -0.60702
N -0.12003 1.03783 -2.11445
N 1.05329 1.18388 -1.04703
N -0.40145 -0.34838 0.55528
N -1.77945 -0.07482 0.36218
O 1.75655 -0.43351 0.63767
*
```

Kohn-Sham gap (eV): 8.716
E_LUMO (hartree): 0.030

***

<x>
# C3H6N4O

C3H6N4O as an isolated structure (ωB97M-V/def2-TZVPD, the Open Molecules 2025 dataset).

```
! wB97M-V def2-TZVPD RIJCOSX def2/J DEFGRID3
* xyz 0 1
C 2.29726 -0.24773 -0.03821
C 0.74025 -0.57719 -0.18270
C -1.16290 0.58882 -0.08490
H 2.40395 0.28474 -0.94786
H 3.11211 -1.27373 0.32337
H 2.46519 0.33177 0.86262
H -2.98935 -1.68179 0.52310
H -1.58574 2.51413 0.15794
H 0.59605 1.67568 -0.23805
N -0.21177 -1.53260 -0.02933
N -1.37227 -0.81460 0.12397
N -2.10343 1.53121 -0.00817
N 0.17871 0.67535 -0.19648
O -2.36805 -1.47407 -0.26529
*
```

Kohn-Sham gap (eV): 8.423
E_LUMO (hartree): 0.018

***

Referenced to the most stable arrangement, the calculated values in hartree are <w> 0.0435; <x> 0.0000.

***

<w>
# C3H6N4O

One molecule with the formula C3H6N4O (ωB97M-V/def2-TZVPD, the Open Molecules 2025 dataset).

```
! wB97M-V def2-TZVPD RIJCOSX def2/J DEFGRID3
* xyz 0 1
C 1.96687 1.22528 -1.76487
C 0.12368 -0.95137 0.25481
C -1.94161 -0.61904 1.40385
H 2.90346 0.57950 -1.70708
H 1.95410 2.23799 -2.17305
H 1.99468 -0.87022 -0.76066
H -0.97859 0.75311 0.11512
H -1.77744 -1.70733 1.59839
H -2.80933 1.07719 1.77175
N 0.97861 0.87405 -1.11321
N 1.10367 -0.39758 -0.61232
N -0.91603 -0.19146 0.53492
N -2.90288 0.04612 1.89617
O 0.30082 -2.05623 0.55618
*
```

Kohn-Sham gap (eV): 10.494
E_LUMO (hartree): 0.030

***

<x>
# C3H6N4O

C3H6N4O as an isolated structure (ωB97M-V/def2-TZVPD, the Open Molecules 2025 dataset).

```
! wB97M-V def2-TZVPD RIJCOSX def2/J DEFGRID3
* xyz 0 1
C 1.11622 1.73935 0.06117
C -1.58613 -0.40198 0.44569
C -0.14317 -0.59924 0.73952
H -0.12060 1.66524 0.68870
H 1.97623 2.17775 0.93559
H 0.96724 2.67221 -0.67067
H 2.27668 0.25313 -1.14485
H -2.39203 -0.28432 1.21418
H 1.19632 -1.76724 1.84568
N 1.45727 0.40524 -0.34573
N 0.57658 -0.52195 -0.53746
N -1.70191 -0.03355 -0.84981
N 0.24088 -1.30825 1.79966
O -0.52938 0.13301 -1.35170
*
```

Kohn-Sham gap (eV): 9.153
E_LUMO (hartree): 0.000

***

Referenced to the most stable arrangement, the calculated values in hartree are <w> 0.0000; <x> 0.2339.

***

<w>
# C3H6N4O

One molecule with the formula C3H6N4O (ωB97M-V/def2-TZVPD, the Open Molecules 2025 dataset).

```
! wB97M-V def2-TZVPD RIJCOSX def2/J DEFGRID3
* xyz 0 1
C -1.04518 -0.20160 -0.08616
C -0.25977 -1.19671 -0.15056
C 1.00846 0.67955 -0.32062
H -2.68833 0.71140 0.81156
H -3.05565 -0.69075 -0.03509
H -0.56374 -2.22671 -0.33717
H 2.11444 -0.79086 1.03067
H 2.87622 1.07174 -0.06069
H -0.65807 2.00828 -0.26914
N -2.39279 0.08961 0.01160
N 0.99282 -0.65042 -0.52706
N 1.93786 1.52623 0.06458
N -0.33095 0.97029 -0.24240
O 2.06467 -1.30007 0.11049
*
```

Kohn-Sham gap (eV): 8.722
E_LUMO (hartree): 0.025

***

<x>
# C3H6N4O

One molecule with the formula C3H6N4O (ωB97M-V/def2-TZVPD, the Open Molecules 2025 dataset).

```
! wB97M-V def2-TZVPD RIJCOSX def2/J DEFGRID3
* xyz 0 1
C -2.03509 0.37509 -0.01308
C -0.84969 -0.60533 0.31654
C 2.47838 0.17525 0.09365
H -1.95963 1.41652 0.31416
H -3.07453 0.06695 0.22501
H -2.13413 0.41627 -1.08823
H -0.74565 -0.60852 1.46345
H -1.02377 -1.53134 -0.23686
H 1.56118 -1.45752 -0.82291
N 0.30416 -0.07688 -0.25734
N 0.57352 1.25274 -0.13768
N 1.78857 1.46426 0.13718
N 1.45000 -0.72813 -0.04198
O 3.66669 -0.15936 0.04809
*
```

Kohn-Sham gap (eV): 9.709
E_LUMO (hartree): 0.002

***

Referenced to the most stable arrangement, the calculated values in hartree are <w> 0.0087; <x> 0.0000.

***

<w>
# C3H6N4O

C3H6N4O as an isolated structure (ωB97M-V/def2-TZVPD, the Open Molecules 2025 dataset).

```
! wB97M-V def2-TZVPD RIJCOSX def2/J DEFGRID3
* xyz 0 1
C -2.55569 0.66680 0.05282
C -0.03976 -0.29027 -0.01457
C 2.55270 0.77831 -0.32992
H -3.70041 1.05168 0.11661
H -1.85702 1.54419 0.12291
H -1.22063 -2.04802 -0.53736
H 1.43672 -1.86841 1.36945
H 3.62466 1.06305 0.51479
H 1.63819 1.30436 -1.21910
N -2.41590 -0.53743 -0.08777
N -1.05616 -1.07568 -0.11922
N 1.24487 -0.91659 -0.33616
N 2.47070 -0.52468 0.27564
O -0.12227 0.85269 0.19189
*
```

Kohn-Sham gap (eV): 7.237
E_LUMO (hartree): -0.071

***

<x>
# C3H6N4O

A 2-piece molecular cluster, C3H6N4O overall (ωB97M-V/def2-TZVPD, the Open Molecules 2025 dataset).

```
! wB97M-V def2-TZVPD RIJCOSX def2/J DEFGRID3
* xyz 0 1
C 0.68674 0.18169 0.27540
C -1.28362 -0.54184 1.18603
C -1.33578 -0.57673 -0.15300
H 3.65216 1.46256 -0.54598
H 2.12041 2.62521 -1.27642
H 0.29127 0.60634 1.99413
H -2.06705 -0.93551 1.90097
H -3.14905 -1.40706 -0.40075
H 0.37358 -0.34330 -1.81360
N 2.36463 1.42242 -1.05320
N 1.70232 1.12271 0.44271
N 0.13445 -0.34410 1.43482
N -0.05104 -0.42789 -0.75598
O -2.33473 -1.09987 -1.02342
*
```

Kohn-Sham gap (eV): 8.406
E_LUMO (hartree): 0.017

***

<y>
# C3H6N4O

C3H6N4O as an isolated structure (ωB97M-V/def2-TZVPD, the Open Molecules 2025 dataset).

```
! wB97M-V def2-TZVPD RIJCOSX def2/J DEFGRID3
* xyz 0 1
C -0.36450 -1.51669 0.30463
C 0.51603 1.74785 0.11853
C 1.07967 0.11836 1.11867
H -0.89981 -2.20785 -0.43229
H -1.20095 -1.29330 1.04834
H 0.27022 -2.19282 0.91353
H -1.68453 0.30603 -1.77693
H 0.04425 0.36968 -2.39638
H 0.36394 2.68413 -0.09442
N 0.49932 -0.35237 -0.07929
N -0.27350 0.74518 -0.34010
N -0.74846 0.65784 -1.67872
N 1.13605 1.50817 1.14528
O 1.26226 -0.57421 2.14916
*
```

Kohn-Sham gap (eV): 9.866
E_LUMO (hartree): 0.012

***

Referenced to the most stable arrangement, the calculated values in hartree are <w> 0.3126; <x> 0.0926; <y> 0.0000.

***

<w>
# C2H2O3

One molecule with the formula C2H2O3 (ωB97M-V/def2-TZVPD, the Open Molecules 2025 dataset).

```
! wB97M-V def2-TZVPD RIJCOSX def2/J DEFGRID3
* xyz 0 1
C -0.59038 -0.08460 -0.01252
C 0.84215 -0.67136 0.00630
H 0.36985 1.57865 -0.02790
H 0.82428 -1.78812 0.23377
O -0.58030 1.28402 0.03333
O -1.58306 -0.73466 -0.02533
O 1.82527 0.04380 -0.02908
*
```

Kohn-Sham gap (eV): 9.964
E_LUMO (hartree): -0.032

***

<x>
# C2H2O3

A 2-piece molecular cluster, C2H2O3 overall (ωB97M-V/def2-TZVPD, the Open Molecules 2025 dataset).

```
! wB97M-V def2-TZVPD RIJCOSX def2/J DEFGRID3
* xyz 0 1
C 1.37453 -0.00892 -0.42767
C -0.73060 0.14668 0.60084
O 2.37933 0.01187 0.15205
O -1.63949 0.76607 -0.13199
O -1.36722 -0.63831 -0.34395
H 0.89022 -0.15380 -1.45024
H -0.90677 -0.12361 1.60096
*
```

Kohn-Sham gap (spin up / spin down) (eV): 8.850 / 8.851
E_LUMO (spin up / spin down) (hartree): 0.011 / 0.011

***

<y>
# C2H2O3

One molecule with the formula C2H2O3 (ωB97M-V/def2-TZVPD, the Open Molecules 2025 dataset).

```
! wB97M-V def2-TZVPD RIJCOSX def2/J DEFGRID3
* xyz 0 1
C 1.70897 -1.06097 -0.05633
C 0.49901 -0.02288 -0.42421
O 2.42653 -0.05267 0.18592
O 1.56396 1.05745 -0.08514
O -0.45679 -0.14294 0.54454
H -0.06904 0.42092 -1.46864
H -0.65100 0.67277 0.91297
*
```

Kohn-Sham gap (eV): 9.963
E_LUMO (hartree): 0.003

***

Referenced to the most stable arrangement, the calculated values in hartree are <w> 0.0000; <x> 0.2483; <y> 0.2449.